Molecular formula: C6H8
Method: DFT, wB97M-V/def2-TZVPD

## Properties
Relative energy (zero: lowest compared OMol25 entry of this formula, charge and spin): 3.421 eV
SMILES string: C=C1C/C1=C\C
Molecular weight: 80.1 g mol⁻¹
Energy: -233.2613 Ha
HOMO-LUMO gap: 10.008 eV
Net charge: 0
E_HOMO: -9.057 eV

Atoms and positions in Å:
C  1.33854  -0.88262  0.27784
C  0.03308  0.09428  0.16331
C  2.12535  -1.76258  -0.31497
C  -0.92032  0.41540  -0.69323
C  0.88708  -0.16601  1.43943
C  -2.03740  1.41754  -0.59556
H  3.01653  -2.06330  0.12503
H  2.04025  -1.92436  -1.33827
H  -0.94311  0.01854  -1.61348
H  0.26780  -0.73301  2.24141
H  1.44044  0.69926  1.81294
H  -2.13009  1.80084  0.40814
H  -3.00651  0.77777  -0.61614
H  -2.11164  2.30826  -1.29643

Atom charges from the natural (NBO) analysis, given in e for atoms 1 to 4: 0.01 -0.03 -0.40 -0.18